A gas-phase ion, C5H13N2 (charge +1), computed with wB97M-V/def2-TZVPD.

Calculated values
Lowest unoccupied orbital energy   -3.424 eV
SMILES   C=NCC[C@@H](C)[NH3+]
Total charge   +1
Max |F|   0.09688 hartree/bohr
E_tot   -307.4244 a.u.
ΔE to the lowest compared entry with this formula, charge and spin   517.88 kJ/mol

Geometry as XYZ:
```
20
Properties=species:S:1:pos:R:3:forces:R:3
C 0.02510 0.55448 -2.60131 0.4 -2.0 -0.1
C 0.35415 0.38544 -1.11313 0.8 -0.3 1.2
C 0.00081 -1.01973 -0.48326 -4.1 1.8 0.9
C -0.58803 -1.06446 1.04388 4.2 0.4 2.6
C 0.86528 -0.41388 3.06187 -3.1 -0.3 -1.4
N 0.28483 -0.14765 1.95252 2.5 0.1 -2.5
N -0.41462 1.38198 -0.26822 -1.7 4.1 0.9
H -0.15587 1.50649 -3.09077 0.2 0.5 0.7
H 0.89367 0.08739 -3.13446 -0.9 0.3 0.2
H -0.86061 -0.07062 -2.75636 0.1 0.1 -0.5
H 1.42886 0.59948 -0.95517 -0.7 0.2 0.3
H 0.69465 -1.85149 -0.49669 0.2 0.5 -0.8
H -1.01020 -1.18805 -0.91912 1.0 -1.1 -0.8
H -0.04617 -1.98014 1.27451 -1.0 -0.5 0.5
H -1.54857 -1.12926 1.53508 -1.1 0.1 -1.4
H 1.92381 -0.18059 3.20752 -0.6 0.7 0.7
H 0.12837 -0.87949 3.72355 1.3 -0.9 1.1
H 0.04780 2.29553 -0.14765 1.1 -0.5 -0.3
H -1.30969 1.84732 -0.53804 0.2 -1.4 -1.6
H -0.71358 1.26722 0.70526 1.2 -1.7 0.4
```
Positions in Å, forces in eV/Å.